Record 1
The following is a DFT calculation (ωB97M-V/def2-TZVPD) of 3 unconnected molecules or ions with the total composition C4H15N2O2.

Properties
Energy above the lowest of the compared OMol25 structures with the same formula, charge and spin, kcal/mol: 49.7
Total charge: +1
LUMO, hartree: -0.1068
Kohn-Sham gap, eV: 8.9

Cartesian coordinates (Å):
C 0.12 -2.95 -0.78
C 0.92 -1.72 -0.86
C 0.49 -0.44 -0.17
C 1.26 0.59 -0.20
N 0.76 1.89 0.43
N -1.17 -2.78 -1.40
H 0.06 -3.40 0.27
H 0.74 -3.72 -1.38
H 1.11 -1.41 -1.86
H 1.91 -2.00 -0.50
H -0.49 -0.57 0.36
H 2.21 0.77 -0.60
H 0.47 1.69 1.35
H 1.60 2.47 0.52
H 0.07 2.51 -0.05
H -1.04 -2.65 -2.37
H -1.95 -3.30 -1.12
H -1.27 1.05 3.45
H -1.88 0.20 2.18
O -1.13 0.79 2.50
H -0.82 4.60 0.81
H -1.14 4.46 -0.65
O -0.83 3.94 0.07

The natural (NBO) scheme yields these atomic charges, measured in e:
1 C -0.21
2 C -0.46
3 C -0.12
4 C -0.08
5 N -0.71
6 N -0.87
7 H 0.21
8 H 0.18
9 H 0.22
10 H 0.23
11 H 0.24
12 H 0.22
13 H 0.45
14 H 0.42
15 H 0.47
16 H 0.37
17 H 0.38
18 H 0.50
19 H 0.50
20 O -1.00
21 H 0.50
22 H 0.50
23 O -0.96


Record 2
The following is a DFT calculation (ωB97M-V/def2-TZVPD) of C5H5N in the gas phase.

Properties
SMILES: CC#CC=C=N
Energy above the lowest of the compared OMol25 structures with the same formula, charge and spin, kcal/mol: 74.1
LUMO, hartree: 0.0287
Kohn-Sham gap, eV: 9.3

Cartesian coordinates (Å):
C 0.94 2.28 0.40
C 0.28 0.98 0.36
C -0.30 -0.08 0.35
C -0.97 -1.33 0.34
C -1.09 -2.01 -0.78
N -0.93 -2.76 -1.74
H 1.88 2.28 -0.16
H 1.16 2.55 1.44
H 0.28 3.05 -0.02
H -1.25 -1.85 1.25
H -0.01 -3.09 -1.43

The natural (NBO) scheme yields these atomic charges, measured in e:
1 C -0.68
2 C 0.03
3 C -0.05
4 C -0.48
5 C 0.44
6 N -0.60
7 H 0.23
8 H 0.24
9 H 0.24
10 H 0.26
11 H 0.38


Record 3
The following is a DFT calculation (ωB97M-V/def2-TZVPD) of a molecular structure, C24H25BClMnN6O2Si.

Properties
Energy above the lowest of the compared OMol25 structures with the same formula, charge and spin, kcal/mol: 0.0
Total charge: +1
LUMO (alpha / beta), hartree: -0.1212 / -0.1213
Spin multiplicity: 2
<S²>: 0.8050
Kohn-Sham gap (alpha / beta), eV: 8.1 / 7.6

Cartesian coordinates (Å):
Mn -0.08 0.06 0.32
C -3.62 -2.13 -0.10
C -2.23 -2.04 -0.22
N -1.82 -0.85 0.21
N -2.91 -0.16 0.60
C -4.00 -0.91 0.42
B -2.76 1.29 1.12
N -1.80 1.25 2.32
C -1.97 1.65 3.59
C -0.81 1.40 4.29
C 0.05 0.84 3.35
N -0.55 0.76 2.17
N -2.09 2.12 0.01
C -2.49 3.21 -0.66
C -1.52 3.53 -1.59
C -0.55 2.54 -1.43
N -0.90 1.71 -0.46
H -4.25 -2.96 -0.36
H -1.54 -2.77 -0.59
H -4.98 -0.52 0.68
H -3.82 1.74 1.43
H -2.91 2.08 3.90
H -0.62 1.60 5.33
H 1.07 0.51 3.47
H -3.43 3.69 -0.42
H -1.52 4.35 -2.29
H 0.38 2.40 -1.97
Cl 1.86 -6.97 -3.85
C 1.61 -5.49 -3.00
C 1.54 -5.51 -1.61
C 1.34 -4.33 -0.94
C 1.21 -3.13 -1.64
C 1.26 -3.13 -3.04
C 1.47 -4.31 -3.72
C 0.97 -1.87 -0.94
O 0.49 -0.88 -1.48
O 1.18 -1.78 0.38
H 1.63 -6.45 -1.09
H 1.27 -4.33 0.15
H 1.14 -2.19 -3.57
H 1.53 -4.32 -4.80
C 4.01 -2.45 0.03
Si 2.72 -1.84 1.22
C 2.46 -2.88 2.72
C 2.87 -0.02 1.61
C 2.34 0.95 0.75
C 2.38 2.30 1.06
C 2.98 2.72 2.24
C 3.55 1.78 3.09
C 3.49 0.43 2.78
H 4.99 -2.23 0.47
H 3.97 -1.90 -0.92
H 3.97 -3.52 -0.18
H 3.39 -2.94 3.30
H 2.18 -3.91 2.47
H 1.69 -2.46 3.37
H 1.97 0.67 -0.24
H 1.95 3.03 0.38
H 3.02 3.77 2.49
H 4.03 2.11 4.00
H 3.93 -0.28 3.47

The natural (NBO) scheme yields these atomic charges, measured in e:
1 Mn 1.04
2 C -0.33
3 C -0.01
4 N -0.33
5 N -0.29
6 C 0.02
7 B 0.53
8 N -0.30
9 C 0.02
10 C -0.33
11 C -0.02
12 N -0.34
13 N -0.30
14 C 0.01
15 C -0.34
16 C -0.03
17 N -0.34
18 H 0.24
19 H 0.20
20 H 0.24
21 H -0.02
22 H 0.23
23 H 0.24
24 H 0.22
25 H 0.23
26 H 0.24
27 H 0.22
28 Cl 0.07
29 C 0.01
30 C -0.23
31 C -0.16
32 C -0.17
33 C -0.13
34 C -0.23
35 C 0.80
36 O -0.58
37 O -0.85
38 H 0.24
39 H 0.23
40 H 0.24
41 H 0.25
42 C -1.16
43 Si 1.90
44 C -1.16
45 C -0.52
46 C -0.27
47 C -0.16
48 C -0.19
49 C -0.20
50 C -0.15
51 H 0.27
52 H 0.26
53 H 0.26
54 H 0.26
55 H 0.26
56 H 0.26
57 H 0.21
58 H 0.23
59 H 0.23
60 H 0.23
61 H 0.21


Record 4
The following is a DFT calculation (ωB97M-V/def2-TZVPD) of C4H7NO2 in the gas phase.

Properties
SMILES: CC1=NOCCO1
Energy above the lowest of the compared OMol25 structures with the same formula, charge and spin, kcal/mol: 101.7
LUMO, hartree: 0.0309
Kohn-Sham gap, eV: 9.7

Cartesian coordinates (Å):
C -2.31 -0.06 0.02
C -0.86 -0.29 -0.19
N -0.37 -1.51 -0.25
O 1.09 -1.49 -0.33
C 1.78 -0.44 0.27
C 1.35 0.98 -0.25
O -0.08 0.76 -0.27
H -2.92 -1.03 0.49
H -2.75 0.27 -0.89
H -2.30 0.79 0.84
H 1.43 -0.42 1.38
H 2.86 -0.65 0.03
H 1.50 1.32 -1.38
H 1.59 1.78 0.52

The natural (NBO) scheme yields these atomic charges, measured in e:
1 C -0.66
2 C 0.49
3 N -0.21
4 O -0.41
5 C -0.11
6 C -0.08
7 O -0.54
8 H 0.25
9 H 0.23
10 H 0.24
11 H 0.17
12 H 0.21
13 H 0.21
14 H 0.20


Record 5
The following is a DFT calculation (ωB97M-V/def2-TZVPD) of a molecular structure, C14H29La.

Properties
Total charge: +2
LUMO, hartree: -0.3343
Kohn-Sham gap, eV: 4.7

Cartesian coordinates (Å):
C 0.71 -0.31 4.80
C -0.72 0.27 4.69
C -1.77 -0.76 3.94
C -0.88 -1.70 2.95
C -1.79 -2.48 1.83
C -0.77 -2.80 0.66
C -0.64 -1.53 -0.32
C 0.72 -0.72 -0.11
C 1.69 -1.07 -1.33
C 1.35 -0.28 -2.66
C 1.95 1.19 -2.55
C 0.82 2.31 -2.73
C 0.48 2.53 -4.28
C -0.57 3.73 -4.33
H 1.41 0.37 5.33
H 0.72 -1.36 5.19
H -1.17 0.62 5.66
H -0.65 1.21 3.99
H -2.52 -0.08 3.35
H -2.40 -1.34 4.67
H -0.16 -1.03 2.32
H -0.32 -2.51 3.50
H -2.17 -3.41 2.34
H -2.63 -1.80 1.50
H -0.97 -3.76 0.12
H 0.25 -2.90 1.16
H -1.58 -0.90 -0.25
H -0.60 -1.96 -1.37
H 0.49 0.39 -0.01
H 1.26 -1.03 0.83
H 2.74 -0.83 -1.00
H 1.55 -2.17 -1.54
H 1.90 -0.82 -3.49
H 0.26 -0.31 -2.93
H 2.73 1.36 -3.34
H 2.45 1.30 -1.54
H -0.11 1.98 -2.17
H 1.23 3.29 -2.35
H 1.45 2.77 -4.79
H 0.07 1.55 -4.64
H -1.41 3.56 -3.59
H -1.03 3.78 -5.35
H -0.04 4.69 -4.07
La -1.37 0.97 1.92

The Mulliken scheme yields these atomic charges, measured in e:
1 C -0.83
2 C 0.04
3 C -0.84
4 C -0.57
5 C -0.52
6 C -0.96
7 C -0.56
8 C 0.01
9 C -1.29
10 C -0.57
11 C -0.73
12 C -0.56
13 C -0.42
14 C -1.03
15 H 0.35
16 H 0.26
17 H 0.44
18 H 0.00
19 H 0.32
20 H 0.45
21 H 0.04
22 H 0.50
23 H 0.40
24 H 0.22
25 H 0.42
26 H 0.46
27 H 0.30
28 H 0.49
29 H -0.22
30 H 0.43
31 H 0.42
32 H 0.42
33 H 0.37
34 H 0.36
35 H 0.40
36 H 0.37
37 H 0.06
38 H 0.43
39 H 0.32
40 H 0.30
41 H 0.24
42 H 0.34
43 H 0.29
44 La 1.62


Record 6
The following is a DFT calculation (ωB97M-V/def2-TZVPD) of 2 unconnected molecules or ions with the total composition C4H12.

Properties
SMILES: CC.CC
Energy above the lowest of the compared OMol25 structures with the same formula, charge and spin, kcal/mol: 14.6
LUMO, hartree: 0.0447
Kohn-Sham gap, eV: 12.5

Cartesian coordinates (Å):
C -1.57 0.78 0.10
C -1.66 0.92 -1.42
H -0.55 0.69 0.47
H -1.93 1.61 0.73
H -1.95 -0.17 0.52
H -0.75 0.37 -1.70
H -1.78 1.92 -1.82
H -2.48 0.29 -1.77
C 1.91 -0.36 0.15
C 1.30 -1.33 1.14
H 2.27 -0.73 -0.81
H 1.29 0.51 -0.01
H 2.80 0.18 0.53
H 1.70 -1.17 2.15
H 1.44 -2.37 0.90
H 0.22 -1.21 1.25

The natural (NBO) scheme yields these atomic charges, measured in e:
1 C -0.62
2 C -0.62
3 H 0.20
4 H 0.21
5 H 0.21
6 H 0.21
7 H 0.21
8 H 0.21
9 C -0.63
10 C -0.62
11 H 0.21
12 H 0.21
13 H 0.21
14 H 0.21
15 H 0.21
16 H 0.21


Record 7
The following is a DFT calculation (ωB97M-V/def2-TZVPD) of a molecular structure, C13H17CsFN5O9S.

Properties
Energy above the lowest of the compared OMol25 structures with the same formula, charge and spin, kcal/mol: 8.9
Total charge: -2
LUMO, hartree: 0.1459
Kohn-Sham gap, eV: 7.4

Cartesian coordinates (Å):
Cs -0.83 -0.97 -0.39
O 1.57 2.22 2.36
C 0.65 1.58 1.48
C 0.09 2.59 0.48
N -0.76 2.00 -0.56
C -2.18 2.29 -0.33
C -2.76 1.71 0.99
O -3.52 2.44 1.63
O -2.42 0.52 1.24
C -0.34 2.35 -1.91
C -0.77 1.38 -3.04
O -0.29 1.59 -4.17
O -1.50 0.41 -2.71
H 2.41 2.30 1.89
H -0.14 1.16 2.09
H 1.15 0.75 0.96
H 0.94 3.11 0.01
H -0.47 3.36 1.04
H -2.74 1.85 -1.16
H -2.35 3.38 -0.33
H 0.75 2.36 -1.95
H -0.68 3.36 -2.21
N -1.71 -1.92 -4.22
C -0.43 -2.36 -4.22
N 0.50 -1.41 -4.26
S -0.05 -4.01 -4.15
H -1.85 -0.97 -3.85
H -2.40 -2.62 -4.06
H 0.23 -0.42 -4.32
H 1.46 -1.67 -4.09
F 5.37 -6.83 -1.66
C 4.77 -5.69 -2.06
C 3.70 -5.20 -1.41
N 3.05 -4.07 -1.81
C 1.92 -3.60 -1.01
C 2.35 -3.07 0.39
O 3.44 -3.48 0.83
O 1.51 -2.31 0.91
C 3.54 -3.30 -2.83
O 3.07 -2.24 -3.18
N 4.61 -3.86 -3.51
C 5.32 -5.02 -3.22
O 6.26 -5.38 -3.90
H 3.30 -5.67 -0.53
H 1.23 -4.44 -0.88
H 1.40 -2.85 -1.60
H 4.94 -3.32 -4.30

The Mulliken scheme yields these atomic charges, measured in e:
1 Cs 1.34
2 O -0.56
3 C -0.64
4 C -0.69
5 N 0.77
6 C -0.75
7 C 0.36
8 O -0.80
9 O -0.72
10 C -0.72
11 C 0.47
12 O -0.86
13 O -0.90
14 H 0.31
15 H 0.19
16 H 0.31
17 H 0.54
18 H 0.20
19 H 0.32
20 H 0.29
21 H 0.26
22 H 0.26
23 N -0.41
24 C 0.35
25 N -0.22
26 S -0.49
27 H 0.33
28 H 0.22
29 H 0.19
30 H 0.25
31 F -0.34
32 C 0.26
33 C 0.03
34 N 0.28
35 C -0.36
36 C 0.66
37 O -0.74
38 O -0.74
39 C 0.41
40 O -0.80
41 N -0.02
42 C 0.31
43 O -0.70
44 H 0.42
45 H 0.26
46 H -0.34
47 H 0.23


Record 8
The following is a DFT calculation (ωB97M-V/def2-TZVPD) of C4H6N2 in the gas phase.

Properties
SMILES: Nc1cc[nH]c1
Energy above the lowest of the compared OMol25 structures with the same formula, charge and spin, kcal/mol: 18.3
LUMO, hartree: 0.0424
Kohn-Sham gap, eV: 8.9

Cartesian coordinates (Å):
N -0.16 -1.82 0.94
C -0.09 -0.60 0.26
C 1.14 0.11 -0.02
C 0.81 1.16 -0.81
N -0.56 1.20 -1.02
C -1.10 0.09 -0.33
H -1.08 -2.00 1.33
H 0.54 -1.91 1.67
H 2.13 -0.14 0.32
H 1.40 1.94 -1.27
H -0.87 2.11 -0.69
H -2.16 -0.15 -0.40

The natural (NBO) scheme yields these atomic charges, measured in e:
1 N -0.80
2 C 0.10
3 C -0.33
4 C -0.03
5 N -0.55
6 C -0.16
7 H 0.37
8 H 0.37
9 H 0.22
10 H 0.21
11 H 0.39
12 H 0.20


| no. | DFT total energy (eV) | maximum force (hartree/bohr) |
| --- | --- | --- |
| 1 | -11459.102 | 0.0888 |
| 2 | -6752.695 | 0.0268 |
| 3 | -90725.481 | 0.0124 |
| 4 | -9842.868 | 0.0922 |
| 5 | -15823.961 | 0.0609 |
| 6 | -4341.896 | 0.0397 |
| 7 | -53742.265 | 0.0191 |
| 8 | -7224.797 | 0.0184 |